Entry 1:
Computed, not measured: a molecular structure, C17H19NSSr at a distorted geometry, with the ωB97M-V functional and the def2-TZVPD basis.

The HOMO-LUMO gap is 0.19797 Eh. Its spin multiplicity is 1. The value obtained for the LUMO energy is 0.029 eV. Its HOMO energy is -5.36 eV. The calculated total energy comes out at -31093.1063 eV.

```
39
Properties=species:S:1:pos:R:3:forces:R:3
C 0.991516 -1.457635 -2.398613 0.00 -0.37 0.14
C 0.273158 1.960626 -1.725296 -2.09 0.23 -0.06
C -0.473237 -1.530564 -2.103608 -0.24 -0.92 1.01
H 1.198412 -1.880039 -3.400640 0.25 0.12 0.23
C -1.074732 1.823507 -1.463613 1.76 0.72 -1.17
H 0.891987 2.518925 -1.014590 -0.26 0.17 -0.33
H -0.798779 -2.228384 -1.272714 0.23 0.48 -1.18
H -1.508189 2.409448 -0.637439 0.27 -0.27 -0.29
C -1.467143 -0.616535 -2.690432 -0.54 -0.83 -0.56
H -2.404151 -1.203503 -2.690505 0.04 0.49 -0.39
H -1.181319 -0.410172 -3.731073 -0.19 -0.08 -0.02
C 1.758838 -0.070964 -2.371246 0.83 -0.14 -0.37
H 2.540970 -0.202902 -3.119724 0.14 0.02 0.10
H 2.346815 0.088303 -1.438619 -0.45 0.10 -0.23
C 1.026895 1.220811 -2.806914 0.27 0.45 -0.27
H 0.414967 1.022088 -3.700516 -0.02 -0.01 0.45
H 1.811674 1.919834 -3.162644 -0.31 -0.31 0.26
C -1.982341 0.811201 -2.142406 -0.48 0.53 0.35
H -2.468683 1.247925 -3.033677 0.24 0.02 0.40
H -2.822421 0.650569 -1.439582 0.20 -0.05 -0.18
Sr 0.027007 -0.112229 -0.201715 -0.07 -0.75 0.24
H 1.516336 -2.109665 -1.654613 -0.14 0.18 -0.69
S 2.370057 0.690990 3.757168 -0.80 -0.80 1.64
C 3.439206 1.401162 2.660551 -0.56 -0.03 -1.19
C 2.875528 1.379178 1.384059 0.40 0.09 1.86
C 1.584797 0.836218 1.395854 -1.06 -0.55 -1.70
C 1.063513 0.301776 2.549575 2.57 1.44 0.25
C -0.217647 -0.372576 2.825090 -1.84 -0.86 0.77
C -0.656729 -0.767790 4.107187 -0.04 -0.02 -0.13
C -1.891527 -1.395782 4.316153 0.19 0.11 -0.23
C -2.756385 -1.674369 3.240871 0.63 0.35 -0.49
C -2.301225 -1.287765 1.971235 0.74 0.26 1.52
N -1.105974 -0.669007 1.832817 -0.16 0.05 -0.35
H 4.403280 1.812716 2.979603 -0.49 -0.32 0.00
H 3.373163 1.748373 0.495679 0.01 0.08 0.09
H 0.009504 -0.553755 4.918351 0.05 -0.05 0.56
H -2.194271 -1.677751 5.333684 0.24 0.18 -0.48
H -3.722749 -2.160391 3.373258 0.33 0.14 0.01
H -2.890139 -1.461891 1.059037 0.37 0.12 0.40
```
Positions in Å, forces in eV/Å.

=====

Entry 2:
Computed, not measured: a molecular structure, C17H20AsF3N2O2PdS4 at a distorted geometry, with the ωB97M-V functional and the def2-TZVPD basis.

The HOMO-LUMO gap (alpha / beta) is 0.15457 / 0.15601 Eh. Its spin multiplicity is 1. The value obtained for the LUMO energy (alpha / beta) is -3.285 / -3.250 eV. Its HOMO energy (alpha / beta) is -7.49 / -7.50 eV. The calculated total energy comes out at -140838.9201 eV.

```
50
Properties=species:S:1:pos:R:3:forces:R:3
Pd -0.024100 0.075300 0.152000 0.70 1.41 0.05
S -0.722300 -4.052200 1.441900 0.33 0.33 -0.10
As -1.656900 -2.102100 1.419400 -1.42 -2.40 1.46
S -0.407200 -0.705500 2.575700 0.37 0.71 -2.27
S -1.656500 -1.483800 -0.695700 1.17 0.80 0.81
S -3.602700 -2.266000 2.238700 0.80 0.48 -0.60
N 0.150200 0.737900 -2.249400 0.34 -0.43 1.22
C -1.103600 1.032100 -2.822400 -0.71 0.26 -0.48
C -1.773800 0.068900 -3.575700 0.29 0.16 0.21
C -2.995700 0.372700 -4.145700 -0.06 0.05 -0.02
C -3.570100 1.620000 -3.953800 -0.02 0.00 -0.03
C -2.915000 2.571600 -3.185400 0.00 -0.12 -0.04
C -1.684400 2.284400 -2.623800 0.23 -0.23 0.04
H 0.651000 0.006300 -2.748300 -0.02 0.26 0.16
H 0.728900 1.563400 -2.115300 -0.08 -0.23 -0.10
H -1.340400 -0.916600 -3.697200 0.04 -0.01 -0.08
H -3.494100 -0.373600 -4.745700 -0.10 -0.05 -0.02
H -4.525300 1.850800 -4.401200 -0.06 0.00 -0.02
H -3.363700 3.540600 -3.025100 -0.01 0.06 0.03
H -1.165200 3.020100 -2.024500 0.02 0.07 0.05
F -2.443200 3.461400 2.587000 0.04 -0.20 -0.15
C -1.782700 3.652900 1.442200 -0.03 0.30 0.16
F -0.827100 4.561200 1.682000 0.12 -0.17 -0.04
F -2.633500 4.218600 0.566200 -0.08 -0.16 -0.12
C -1.210300 2.325500 0.853300 -1.54 0.89 0.57
O -0.037900 2.375100 0.452100 1.84 -0.75 -0.31
O -1.976600 1.361900 0.798000 0.24 -0.42 -0.30
C 1.572800 -2.876200 -0.970300 -0.52 0.48 -0.49
N 2.074600 -3.370200 0.316000 0.26 -0.03 -0.04
C 3.113700 -4.375400 0.079700 0.45 -0.39 -0.02
C 2.498200 -2.277300 1.254400 -0.16 0.32 0.31
C 3.057000 -1.043800 0.594200 -0.87 -0.51 0.20
C 4.439500 -0.893500 0.530400 -0.16 0.20 -0.12
C 4.997400 0.266300 0.030700 0.15 0.13 -0.07
C 4.174600 1.290300 -0.399700 0.09 -0.20 0.01
C 2.797100 1.141100 -0.340500 -0.92 0.13 0.01
C 2.208200 -0.025000 0.142900 -0.61 0.01 -0.06
H 1.083500 -3.689100 -1.503100 0.00 -0.06 0.12
H 2.387100 -2.471500 -1.568600 0.13 -0.06 0.08
H 0.837300 -2.081200 -0.794100 0.31 -0.53 -0.06
H 1.227700 -3.822700 0.777600 -0.45 0.14 0.15
H 3.964800 -3.913300 -0.421200 -0.03 0.03 0.02
H 2.715600 -5.167300 -0.553600 -0.05 0.08 0.01
H 3.443100 -4.817000 1.016400 -0.07 0.07 0.10
H 3.233000 -2.694000 1.944400 -0.08 -0.10 -0.10
H 1.614500 -1.984300 1.840100 0.13 -0.31 -0.24
H 5.080400 -1.684000 0.897200 -0.02 -0.07 0.07
H 6.069100 0.382800 0.001000 0.13 0.00 -0.02
H 4.597900 2.209800 -0.778900 -0.03 0.06 0.02
H 2.184200 1.987900 -0.624200 -0.08 0.00 0.02
```
Positions in Å, forces in eV/Å.

=====

Entry 3:
Computed, not measured: a molecular structure, C17H20BCl2F2N2S2Tc at a distorted geometry, with the ωB97M-V functional and the def2-TZVPD basis.

The HOMO-LUMO gap (alpha / beta) is 0.18992 / 0.23511 Eh. The value obtained for the relative energy (zero: lowest compared OMol25 entry of this formula, charge and spin) is 0.636 eV. As for the net charge: +1. Its spin multiplicity is 2. The value obtained for the LUMO energy (alpha / beta) is -5.775 / -4.785 eV. Its HOMO energy (alpha / beta) is -10.94 / -11.18 eV. The calculated total energy comes out at -75956.0950 eV.

```
47
Properties=species:S:1:pos:R:3:forces:R:3
Tc 0.039540 1.514617 -0.449740 -0.85 1.64 1.48
C 2.650440 0.684017 1.091960 0.65 0.34 -0.05
N 1.234640 0.287017 0.980960 -0.59 0.01 -0.08
C 1.131140 -1.117483 0.516160 -0.18 -0.53 -0.44
C 0.960940 -1.204583 -1.007440 0.58 0.01 0.48
N -0.169760 -0.365583 -1.437140 0.46 0.25 -0.98
C -1.454660 -0.939083 -0.997740 -0.65 -0.24 0.28
C -0.257160 -0.163883 -2.873440 -0.25 0.09 -0.84
C 0.177140 -1.097783 -3.797440 -0.04 0.07 0.27
C -0.069660 -0.901683 -5.147540 -0.10 0.05 -0.09
C -0.778060 0.207017 -5.579240 0.19 -0.16 -0.06
C -1.187460 1.162017 -4.668040 -0.01 -0.01 0.36
C -0.916160 0.994417 -3.316040 0.14 -0.42 -0.11
S -1.366260 2.251917 -2.167540 0.77 -0.46 1.13
C 0.605240 0.511217 2.277860 -0.26 0.30 0.65
C 0.627740 -0.440383 3.286660 0.03 -0.02 -0.12
C 0.036040 -0.179883 4.514860 0.06 0.03 -0.04
C -0.554360 1.048617 4.765960 0.11 -0.06 0.01
C -0.543960 2.021217 3.787160 0.10 -0.04 -0.10
C 0.018240 1.760317 2.540060 -0.02 -0.32 -0.05
S -0.035360 3.020717 1.313760 0.41 -0.36 -1.51
H 3.158840 0.109017 1.869960 -0.17 -0.11 0.00
H 2.723340 1.741817 1.335460 -0.05 -0.05 -0.02
H 3.157840 0.520617 0.144760 0.00 -0.02 -0.08
H 0.268640 -1.591583 0.990560 0.19 0.16 0.01
H 2.024840 -1.686683 0.796660 -0.13 0.07 0.04
H 0.798540 -2.258183 -1.265540 0.00 0.12 -0.05
H 1.858140 -0.850183 -1.526140 -0.13 -0.07 0.04
H -1.539960 -1.978083 -1.325240 0.10 -0.02 -0.04
H -2.273560 -0.369883 -1.435640 0.09 -0.02 0.05
H -1.555360 -0.908483 0.085860 0.06 0.02 -0.02
H 0.712940 -1.980283 -3.485440 0.02 -0.12 0.06
H 0.279440 -1.636783 -5.853440 0.04 -0.07 -0.13
H -0.988660 0.337917 -6.628240 -0.02 0.03 -0.12
H -1.709160 2.049417 -4.986340 -0.06 0.13 -0.10
H 1.094740 -1.399683 3.124660 0.07 -0.11 -0.04
H 0.052540 -0.938583 5.282160 0.04 -0.08 0.08
H -1.006660 1.254317 5.723460 -0.03 0.00 0.09
H -0.971760 2.993217 3.974060 -0.10 0.11 0.00
Cl -1.536960 -3.081683 2.072660 0.04 -0.27 -0.01
C -2.550460 -2.040383 3.076860 -0.15 -0.01 0.16
Cl -2.669760 -0.417783 2.385560 -0.27 0.07 0.08
H -2.090260 -1.967083 4.062360 -0.14 0.01 -0.20
H -3.548760 -2.475483 3.118360 0.21 0.11 0.02
F 2.701940 2.908617 -0.898340 0.30 0.36 0.70
B 1.659940 2.355217 -1.481740 -0.12 -0.31 -0.22
F 1.801340 2.257917 -2.791340 -0.33 -0.13 -0.49
```
Positions in Å, forces in eV/Å.